C3H8OS | ωB97M-V/def2-TZVPD

net charge	0
E_HOMO	-8.29	eV

Each line ends with the Löwdin charge.
CARTESIAN COORDINATES (ANGSTROEM)
1 H -1.61468 -0.18257 -0.73517  0.0380
2 H -3.04735 0.54903 0.21252  0.0455
3 H 2.02466 -0.31925 1.59253  0.2198
4 H -1.16147 0.96452 0.38245  0.0134
5 O 1.39008 -0.01556 0.75282  -0.0495
6 C 1.97063 -0.06422 -0.39510  -0.3447
7 C -1.98043 0.19453 0.28513  -0.5141
8 S -1.62088 -1.04601 1.56838  0.6080
9 H -2.46683 -0.57106 2.47392  -0.1787
10 H 1.52132 -0.33094 -2.57678  0.0529
11 H 0.62427 1.01317 -1.57557  0.0329
12 H 2.96283 -0.43091 -0.35489  0.0850
13 C 1.39784 0.23926 -1.63024  -0.0085